Entry 1:
Formula: C27H34Cl2I2KN2O6
Source: OMol25
Level of theory: the ωB97M-V functional and the def2-TZVPD basis

Geometry as XYZ:
```
74
Properties=species:S:1:pos:R:3:mulliken_charge:R:1
K -1.27 -2.43 0.89 0.763
O 4.37 -3.42 -0.63 -0.715
C 3.16 -3.57 -0.60 0.424
C 2.16 -2.77 -1.39 0.498
O 2.42 -1.82 -2.13 -0.791
C 0.83 -3.28 -1.03 0.319
C 0.96 -4.23 0.05 0.745
O -0.01 -4.68 0.73 -0.918
C 2.39 -4.49 0.31 0.132
O 2.86 -5.22 1.17 -0.748
O -0.26 -2.83 -1.48 -0.884
Cl -3.83 -2.35 2.95 -0.137
C -2.65 -1.55 4.03 0.074
Cl -1.17 -2.50 4.24 -0.126
H -3.12 -1.41 5.00 0.419
H -2.37 -0.61 3.57 -0.136
I -2.33 -6.41 3.84 0.008
C -2.00 -6.62 1.76 -0.392
I -3.44 -5.64 0.55 0.043
H -2.04 -7.68 1.53 0.432
H -1.04 -6.17 1.51 -0.023
C 3.97 1.24 -1.67 -1.444
C 4.31 1.09 -0.18 2.097
C 4.61 2.46 0.43 -1.774
C 5.54 0.20 -0.06 -2.155
C 3.09 0.47 0.50 0.647
C 3.13 -0.77 1.12 -0.279
C 1.95 -1.33 1.59 -1.337
N 0.77 -0.73 1.50 -0.274
C 0.73 0.49 0.96 -0.534
C 1.86 1.12 0.47 -0.013
C -0.63 1.12 0.87 -0.849
C -0.85 2.25 0.10 0.569
C -2.11 2.82 -0.01 0.552
C -3.14 2.19 0.69 -0.709
C -2.85 1.06 1.43 -0.688
N -1.63 0.53 1.55 -0.147
C -2.40 4.05 -0.86 2.273
C -2.95 5.17 0.04 -1.748
C -3.45 3.68 -1.92 -1.586
C -1.15 4.57 -1.57 -2.181
H 4.83 1.64 -2.21 0.448
H 3.13 1.93 -1.82 0.307
H 3.69 0.27 -2.09 0.292
H 5.47 2.91 -0.08 0.459
H 4.86 2.37 1.49 0.383
H 3.77 3.15 0.33 0.285
H 6.38 0.68 -0.58 0.445
H 5.37 -0.78 -0.51 0.433
H 5.84 0.06 0.99 0.396
H 4.04 -1.35 1.18 0.529
H 1.96 -2.31 2.05 0.605
H 1.80 2.11 0.05 0.226
H -0.03 2.68 -0.46 0.386
H -4.16 2.55 0.66 0.396
H -3.64 0.55 1.97 0.293
H -3.87 4.86 0.54 0.314
H -3.17 6.05 -0.56 0.475
H -2.22 5.44 0.80 0.387
H -4.38 3.36 -1.46 0.336
H -3.08 2.87 -2.55 0.229
H -3.66 4.55 -2.55 0.475
H -0.37 4.86 -0.86 0.410
H -1.41 5.45 -2.16 0.433
H -0.73 3.82 -2.25 0.419
C -2.12 -0.26 -2.29 -0.281
C -3.11 -1.42 -2.33 -0.646
O -2.85 -2.38 -1.33 -0.466
H -2.33 0.45 -3.10 0.430
H -1.10 -0.63 -2.41 0.219
H -2.19 0.26 -1.34 -0.157
H -3.10 -1.88 -3.33 0.328
H -4.13 -1.05 -2.16 0.310
H -1.95 -2.76 -1.51 0.493
```

Properties
HOMO energy ... -3.529 eV
F_max ... 0.00973 hartree/bohr
Frontier orbital gap ... 5.35 eV
Lowest unoccupied orbital energy ... 1.822 eV
Total charge ... -1
Energy above the lowest of the compared OMol25 structures with the same formula, charge and spin ... 11.9 kJ/mol

Entry 2:
Formula: C27H34GeN5NiS
Source: OMol25
Level of theory: the ωB97M-V functional and the def2-TZVPD basis

Geometry as XYZ:
```
69
Properties=species:S:1:pos:R:3:nbo_charge:R:1
Ni 0.65 0.08 -0.46 0.931
C 0.77 -1.05 2.00 -0.281
N -0.37 -0.64 1.16 -0.466
C -1.21 -1.77 0.73 -0.265
C -1.15 -2.01 -0.76 0.237
C -1.82 -3.10 -1.30 -0.242
C -1.80 -3.29 -2.67 -0.126
C -1.09 -2.39 -3.45 -0.238
C -0.43 -1.35 -2.83 0.080
N -0.45 -1.15 -1.51 -0.480
C -1.18 0.37 1.89 -0.250
C -2.13 1.10 0.99 0.180
C -3.47 1.26 1.32 -0.246
C -4.28 2.00 0.48 -0.165
C -3.73 2.56 -0.66 -0.198
C -2.38 2.34 -0.91 0.041
N -1.60 1.62 -0.12 -0.456
C 1.76 0.07 2.04 0.220
C 2.56 0.36 3.13 -0.243
C 3.45 1.42 3.06 -0.132
C 3.50 2.17 1.90 -0.242
C 2.68 1.82 0.84 0.075
N 1.83 0.79 0.90 -0.482
H 1.23 -1.92 1.53 0.275
H 0.45 -1.32 3.02 0.204
H -2.25 -1.58 1.00 0.230
H -0.92 -2.68 1.26 0.235
H -2.36 -3.78 -0.65 0.231
H -2.31 -4.13 -3.12 0.233
H -1.04 -2.49 -4.53 0.236
H 0.15 -0.64 -3.40 0.226
H -0.49 1.10 2.33 0.230
H -1.72 -0.12 2.71 0.199
H -3.86 0.82 2.23 0.224
H -5.33 2.15 0.71 0.230
H -4.32 3.15 -1.34 0.225
H -1.91 2.76 -1.79 0.207
H 2.47 -0.25 4.03 0.236
H 4.08 1.66 3.91 0.236
H 4.17 3.01 1.80 0.240
H 2.69 2.38 -0.09 0.231
S 2.05 -3.23 -0.62 -0.299
C 3.70 -3.02 -0.49 0.091
N 4.55 -4.01 -0.88 -0.502
C 5.91 -3.95 -0.84 0.065
C 6.52 -2.84 -0.37 -0.292
C 5.71 -1.76 0.05 -0.122
C 4.35 -1.84 -0.01 -0.267
H 4.10 -4.85 -1.23 0.434
H 6.43 -4.83 -1.19 0.229
H 7.60 -2.78 -0.34 0.242
H 6.17 -0.85 0.41 0.227
H 3.72 -1.02 0.30 0.232
C 0.93 3.68 -1.65 -1.101
Ge 1.26 2.18 -2.89 1.581
C -0.36 1.87 -3.96 -1.098
C 2.66 2.75 -4.14 -1.079
C 1.82 0.57 -1.91 -1.195
H 0.31 4.44 -2.12 0.236
H 1.87 4.16 -1.37 0.225
H 0.42 3.33 -0.75 0.231
H -0.77 2.83 -4.30 0.236
H -1.14 1.34 -3.41 0.221
H -0.12 1.29 -4.85 0.231
H 2.36 3.65 -4.68 0.233
H 2.87 1.97 -4.88 0.230
H 3.59 2.97 -3.61 0.226
H 2.84 0.75 -1.53 0.196
H 1.94 -0.28 -2.59 0.210
```

Properties
HOMO energy (alpha / beta) ... -10.203 / -10.232 eV
F_max ... 0.00386 hartree/bohr
Frontier orbital gap (alpha / beta) ... 7.88 / 7.90 eV
Lowest unoccupied orbital energy (alpha / beta) ... -2.327 / -2.333 eV
Total charge ... +1

Values for energy, a.u., ordered as above
-3726.0650, -5306.2894